A molecular structure, C10H5InNO5S, computed with wB97M-V/def2-TZVPD.

Last column: Mulliken charge in e.
Cartesian coordinates (Å):
O -4.010 0.152 -1.843  -0.0077
C -0.283 -0.403 3.837  -0.0829
O 3.138 1.314 -2.843  -0.0049
N -0.468 -0.026 2.542  -0.0581
H -1.239 0.608 2.327  0.2548
In -0.454 0.884 -2.626  0.9768
C 1.380 -1.366 1.773  -0.3447
C 1.588 -1.761 3.084  -0.2359
O -1.145 1.889 -6.002  0.0204
C -0.757 3.229 -1.743  0.2174
H 2.011 -1.740 0.965  0.4045
H -0.976 0.012 4.583  0.4500
C 0.754 -1.277 4.106  -0.5037
C -0.942 1.537 -4.935  0.2097
O -0.848 4.207 -1.162  -0.0105
C 0.317 -0.481 1.478  0.4775
O -0.039 -2.739 -3.520  -0.0096
C -0.196 -1.623 -3.339  0.1949
S -0.175 0.022 -0.069  -0.2412
C 2.003 1.202 -2.870  0.2126
H 0.907 -1.581 5.134  0.4277
H 2.398 -2.455 3.341  0.4530
C -2.965 0.398 -2.218  0.2000

Computed properties:
Max |F|: 4.193 eV/Å
HOMO-LUMO gap (spin up / spin down): 7.1 / 4.8 eV
Net charge: +3
LUMO energy (spin up / spin down): -12.81 / -13.87 eV

***

2 unconnected molecules or ions with the total composition C3H4O2S, computed with wB97M-V/def2-TZVPD.

Last column: Mulliken charge in e.
Cartesian coordinates (Å):
C 0.647 0.169 -0.864  -0.3200
S -0.137 -1.861 2.184  -0.2631
H 1.506 1.009 -0.789  0.2544
C -0.691 0.048 0.058  0.0417
H -0.269 1.922 0.897  0.3670
H -1.362 -0.285 -0.630  0.3340
C 0.144 -1.076 0.734  0.2523
O 1.151 -1.097 -0.172  -0.3069
O -1.375 1.112 0.528  -0.5704
H 0.386 0.060 -1.946  0.2111

Computed properties:
Max |F|: 7.534 eV/Å
HOMO-LUMO gap: 8.1 eV
LUMO energy: -0.78 eV

***

A gas-phase ion, C32H42N (charge +1), computed with wB97M-V/def2-TZVPD.

Last column: Mulliken charge in e.
Cartesian coordinates (Å):
H -3.701 2.309 -2.489  0.3133
H 2.276 -2.333 3.583  0.3338
N 1.245 -0.536 1.217  -0.2827
C 3.005 -2.898 -1.125  -1.8914
C 0.026 -1.960 -0.955  -1.7612
H 6.072 1.897 -0.436  0.3869
H 6.673 0.253 -0.596  0.4008
H -4.981 3.271 -0.711  0.3897
H 0.588 1.582 -2.477  0.0633
C -2.593 -0.596 -0.139  1.3937
H 0.269 -0.411 4.355  0.3780
H -3.793 0.366 1.366  0.5894
C 1.361 -1.884 3.201  -0.8317
C -2.626 0.428 -2.332  0.4396
C 3.114 -1.396 -1.109  1.1540
C -1.495 0.782 3.063  -0.2330
C 2.060 -0.439 -1.022  -0.7366
C -2.199 -1.659 0.835  -1.6217
H 3.929 -3.351 -0.731  0.4741
C -1.363 3.413 2.094  -0.7311
C 4.685 0.485 -1.233  0.3751
H 1.723 1.126 2.370  0.5331
C 3.615 1.360 -1.447  -1.0332
C -3.438 0.411 0.326  -0.5716
C -0.322 2.520 1.811  -0.0485
C 1.177 1.843 -1.586  -0.9946
C -0.366 1.207 2.331  0.9979
H -2.399 -3.357 -1.710  0.2908
H 5.295 -1.564 -1.143  0.4047
C -4.650 2.588 0.082  -1.4309
H 2.940 -3.279 -2.161  0.3860
H -2.901 -1.711 1.671  0.5465
H -3.277 3.713 3.095  0.4099
C 0.898 0.403 2.391  -0.3960
C -2.369 0.419 -3.823  -1.6304
C 1.110 -0.458 3.657  -0.7166
H -3.441 1.319 3.837  0.3885
H 1.987 -0.078 4.207  0.3697
H -1.247 -3.518 -3.036  0.4467
H 3.748 2.436 -1.583  0.4297
C -1.882 -2.802 -2.506  -1.4966
H -1.516 -0.230 3.497  0.2109
C 2.315 0.889 -1.382  1.0428
C -3.389 1.485 -1.824  -1.1758
C 6.078 1.021 -1.095  -1.5502
H -1.203 -1.436 1.247  0.0867
H -4.070 3.171 0.810  0.1157
H -0.572 -1.158 -2.809  0.5765
C -3.798 1.491 -0.481  0.4673
C 0.719 -0.694 -0.304  1.7695
C -2.555 1.663 3.288  -0.7337
C 4.423 -0.891 -1.197  -1.0418
H 2.218 -0.172 1.037  0.5835
H -2.633 -0.533 -4.301  0.2565
H -1.320 0.648 -4.072  0.3045
H -0.244 -2.710 -0.205  0.5327
H 0.543 -2.538 3.493  0.3134
H -2.997 1.179 -4.311  0.4465
C -2.474 2.998 2.853  -0.7201
H 0.569 2.851 1.258  0.3763
C -1.099 -1.602 -1.946  -0.0418
H -2.626 -2.441 -3.232  0.3667
H 2.164 -3.333 -0.569  0.4351
H -5.526 2.189 0.617  0.3307
H 0.472 1.908 -0.743  0.0355
H -1.290 4.451 1.752  0.4165
C 1.433 -1.919 1.701  0.1981
H 2.395 -2.229 1.283  0.5989
H 1.604 2.837 -1.769  0.4647
H 6.551 1.321 -2.043  0.2882
H 0.756 -2.490 -1.572  0.7938
H -0.037 0.115 -0.320  -0.6346
C -2.101 -0.556 -1.459  0.3645
H -2.193 -2.663 0.398  0.2992
H 0.645 -2.522 1.257  -0.2641

Computed properties:
Max |F|: 2.033 eV/Å
HOMO-LUMO gap: 8.6 eV
SMILES: Cc1cc(C)c([C@H](C)C[C@H](c2c(C)cc(C)cc2C)[N@@H+]2CCC[C@@H]2c2ccccc2)c(C)c1
Net charge: +1
LUMO energy: -2.35 eV

***

A single C9H9BrO molecule, computed with wB97M-V/def2-TZVPD.

Last column: Löwdin spin population.
Cartesian coordinates (Å):
H -0.977 0.909 1.587  0.0057
H -0.680 -0.540 -2.579  0.0012
C -1.110 1.739 0.897  0.0300
H -0.855 1.763 -2.156  0.0145
C -0.484 -0.206 -1.567  0.0994
Br 2.886 0.985 -0.291  0.1186
H -0.783 -3.177 -1.089  -0.0052
O 0.980 -1.730 1.314  0.1916
C -0.002 -1.159 -0.587  0.2808
H 0.426 2.661 -0.358  0.0060
H -1.108 2.631 1.483  0.0013
H 1.418 0.934 1.791  0.0050
C 0.759 -0.687 0.480  0.4888
C -0.194 -2.498 -0.445  -0.0004
C -0.366 1.115 -1.399  0.2994
C -0.001 1.775 -0.114  0.0667
C 0.432 -2.854 0.701  0.2967
H 0.486 -3.782 1.242  0.0173
C 1.251 0.695 0.685  0.0814
H -2.079 1.423 0.404  0.0012

Computed properties:
Spin multiplicity: 3
Max |F|: 6.121 eV/Å
HOMO-LUMO gap (spin up / spin down): 6.0 / 7.2 eV
LUMO energy (spin up / spin down): 0.91 / -2.02 eV

***

Repeat the fourth record exactly.
A single C9H9BrO molecule, computed with wB97M-V/def2-TZVPD.

Last column: Löwdin spin population.
Cartesian coordinates (Å):
H -0.977 0.909 1.587  0.0057
H -0.680 -0.540 -2.579  0.0012
C -1.110 1.739 0.897  0.0300
H -0.855 1.763 -2.156  0.0145
C -0.484 -0.206 -1.567  0.0994
Br 2.886 0.985 -0.291  0.1186
H -0.783 -3.177 -1.089  -0.0052
O 0.980 -1.730 1.314  0.1916
C -0.002 -1.159 -0.587  0.2808
H 0.426 2.661 -0.358  0.0060
H -1.108 2.631 1.483  0.0013
H 1.418 0.934 1.791  0.0050
C 0.759 -0.687 0.480  0.4888
C -0.194 -2.498 -0.445  -0.0004
C -0.366 1.115 -1.399  0.2994
C -0.001 1.775 -0.114  0.0667
C 0.432 -2.854 0.701  0.2967
H 0.486 -3.782 1.242  0.0173
C 1.251 0.695 0.685  0.0814
H -2.079 1.423 0.404  0.0012

Computed properties:
Spin multiplicity: 3
Max |F|: 6.121 eV/Å
HOMO-LUMO gap (spin up / spin down): 6.0 / 7.2 eV
LUMO energy (spin up / spin down): 0.91 / -2.02 eV

***

What did the second record say?
2 unconnected molecules or ions with the total composition C3H4O2S, computed with wB97M-V/def2-TZVPD.

Last column: Mulliken charge in e.
Cartesian coordinates (Å):
C 0.647 0.169 -0.864  -0.3200
S -0.137 -1.861 2.184  -0.2631
H 1.506 1.009 -0.789  0.2544
C -0.691 0.048 0.058  0.0417
H -0.269 1.922 0.897  0.3670
H -1.362 -0.285 -0.630  0.3340
C 0.144 -1.076 0.734  0.2523
O 1.151 -1.097 -0.172  -0.3069
O -1.375 1.112 0.528  -0.5704
H 0.386 0.060 -1.946  0.2111

Computed properties:
Max |F|: 7.534 eV/Å
HOMO-LUMO gap: 8.1 eV
LUMO energy: -0.78 eV